Record 1
{"formula": "C3H2BrF2I", "method": "wB97M-V/def2-TZVPD", "elements": ["C", "C", "C", "F", "F", "Br", "I", "H", "H"], "positions_angstrom": [[-1.56152, 0.92462, 2.05052], [-1.93420, -0.28270, 1.67111], [-1.12258, -2.13504, 2.47321], [-2.30506, -2.82554, 2.70544], [-0.56383, -2.57195, 1.40663], [-0.03644, -2.07715, 4.02970], [-3.24671, -0.74386, 0.15898], [-1.98186, 1.83463, 1.52208], [-0.80471, 1.24802, 2.72826]], "forces_ev_per_a": [[-0.91, 1.20, -1.59], [1.79, -2.19, 2.00], [-4.18, 3.53, -0.49], [1.83, 0.53, -0.15], [0.98, -1.15, -0.79], [-0.12, 0.07, -0.33], [-0.03, -0.09, 0.08], [0.21, -1.26, 0.48], [0.45, -0.64, 0.79]], "e_above_lowest_kj_mol": 255.2, "homo_energy_ev": -9.39, "total_energy_ha": -3186.8317, "spin_multiplicity": 1, "homo_lumo_gap_ha": 0.33789, "e_lumo_ev": -0.2}

***

Record 2
{"formula": "C3H2BrNO2", "method": "wB97M-V/def2-TZVPD", "elements": ["O", "C", "N", "C", "O", "C", "Br", "H", "H"], "positions_angstrom": [[-1.65854, -2.16431, -0.22141], [-1.26633, -1.06794, -0.48780], [-0.20170, -0.15453, 0.02830], [0.21250, 1.16136, -0.15165], [0.05719, 2.15394, -0.73296], [0.99769, 0.36660, 0.81095], [2.82894, -0.17146, 0.16219], [-1.83119, -0.48050, -1.21901], [0.86144, 0.35685, 1.81139]], "forces_ev_per_a": [[1.65, 0.68, 0.71], [-0.34, 0.97, -0.02], [-0.18, 0.16, -0.48], [-0.16, -3.11, 1.25], [-0.47, 1.89, -1.16], [0.50, -1.39, -4.01], [-1.41, 0.30, 0.72], [0.30, 0.38, -0.15], [0.10, 0.11, 3.15]], "e_above_lowest_kj_mol": 178.3, "smiles": "O=CN1C(=O)[C@@H]1Br", "homo_energy_ev": -10.42, "total_energy_ha": -2894.6801, "spin_multiplicity": 1, "homo_lumo_gap_ha": 0.36929, "e_lumo_ev": -0.4}

***

Record 3
{"formula": "C3H2BrO2S", "method": "wB97M-V/def2-TZVPD", "elements": ["C", "C", "C", "O", "O", "S", "Br", "H", "H"], "positions_angstrom": [[-0.45999, 0.74081, -1.03282], [0.20406, -0.32921, -0.54293], [-1.04837, 0.32613, 0.23785], [1.91916, -1.96606, 0.36770], [1.87227, 0.29338, 1.32739], [1.93202, -0.51526, 0.06674], [-2.73435, -0.64283, 0.43582], [-0.92409, 1.23110, -1.90854], [-0.76070, 0.86195, 1.04879]], "forces_ev_per_a": [[-1.52, -2.07, -0.81], [-2.47, 3.74, 0.28], [1.86, -1.98, -2.99], [0.70, -0.02, -0.14], [-0.12, -0.20, -1.04], [0.20, -1.02, 1.40], [0.17, 0.08, -0.03], [1.10, 0.07, 0.54], [0.08, 1.39, 2.79]], "charge": -1, "e_above_lowest_kj_mol": 63.7, "homo_energy_ev": -4.06, "total_energy_ha": -3238.1251, "spin_multiplicity": 1, "homo_lumo_gap_ha": 0.27004, "e_lumo_ev": 3.3}